Here is a structure of composition C29H65N4O23Sr2 from the OMol25 dataset. Energies are from ωB97M-V with the def2-TZVPD basis set.

Summary:
gap between HOMO and LUMO	0.13108	Eh
E_tot	-3154.98119	hartree
total charge	-1
M	1013.1	g mol⁻¹
LUMO level	-0.370	eV
multiplicity	1

Atoms and positions in Å:
Sr: -1.073 -0.655 0.592
Sr: -4.347 -2.358 3.077
O: -2.114 -2.387 -0.844
C: -3.118 -2.710 -1.755
O: -3.311 -3.907 -1.869
O: -3.858 -1.978 -2.338
H: -1.971 -3.316 -0.648
O: -0.761 -4.951 2.105
C: -1.028 -3.683 1.840
O: -0.196 -2.911 1.358
O: -2.141 -3.207 2.021
H: 0.171 -5.040 1.891
O: 0.393 0.335 -3.972
C: -0.199 0.310 -2.753
O: -1.229 0.977 -2.801
O: 0.127 -0.259 -1.649
H: -0.364 0.718 -4.423
O: -1.860 1.073 4.933
C: -2.147 0.025 4.149
O: -1.491 -0.269 3.160
O: -2.976 -0.792 4.589
H: -2.494 0.757 5.581
O: -5.301 0.482 -0.088
C: -3.993 0.164 0.156
O: -3.853 -0.620 1.136
O: -3.109 0.565 -0.635
H: -5.822 -0.040 0.527
C: 1.808 -3.958 -2.034
O: 1.446 -4.265 -3.359
C: 0.605 -3.289 -4.031
C: 0.293 -3.772 -5.529
N: 1.518 -4.186 -6.259
C: 2.207 -2.992 -6.698
C: 3.614 -3.602 -6.931
O: 4.445 -3.579 -5.803
C: 4.598 -4.735 -5.120
H: 2.454 -3.105 -2.243
H: 2.500 -4.730 -1.700
H: 1.065 -3.835 -1.245
H: 1.110 -2.325 -4.100
H: -0.290 -3.170 -3.420
H: -0.348 -3.177 -6.181
H: -0.412 -4.598 -5.438
H: 2.106 -4.591 -5.544
H: 2.508 -2.211 -6.000
H: 1.755 -2.600 -7.609
H: 4.082 -2.846 -7.562
H: 3.839 -4.517 -7.479
H: 5.087 -4.632 -4.152
H: 5.090 -5.435 -5.794
H: 3.659 -5.237 -4.887
C: 5.453 -0.236 3.912
O: 4.184 -0.321 3.355
C: 4.274 -0.640 1.971
C: 2.999 -1.135 1.326
N: 2.122 -0.120 0.882
C: 1.851 1.025 1.811
C: 1.115 2.088 1.083
O: -0.163 1.806 0.755
C: -0.822 2.851 -0.040
H: 6.105 0.320 3.238
H: 5.724 -1.152 4.438
H: 5.287 0.406 4.776
H: 5.109 -1.324 1.820
H: 4.622 0.147 1.303
H: 2.469 -1.935 1.843
H: 3.357 -1.631 0.423
H: 2.499 0.273 0.032
H: 2.791 1.526 2.043
H: 1.458 0.710 2.777
H: 1.687 2.554 0.280
H: 1.149 2.971 1.721
H: -1.171 3.557 0.715
H: -1.669 2.354 -0.513
H: -0.085 3.283 -0.716
C: 0.944 -1.459 5.068
O: 1.195 -1.926 6.386
C: 0.449 -1.312 7.467
C: 0.402 0.234 7.696
N: 1.749 0.799 7.699
C: 1.841 2.015 6.844
C: 3.242 2.466 6.818
O: 3.248 3.765 6.190
C: 4.508 4.065 5.595
H: 1.115 -0.424 4.770
H: -0.081 -1.809 4.944
H: 1.543 -2.022 4.352
H: 0.772 -1.763 8.406
H: -0.615 -1.523 7.361
H: -0.161 0.590 8.558
H: -0.140 0.570 6.812
H: 2.348 0.176 7.176
H: 1.189 2.824 7.176
H: 1.591 1.709 5.828
H: 3.852 1.761 6.254
H: 3.499 2.479 7.878
H: 4.677 3.425 4.729
H: 5.348 4.012 6.288
H: 4.597 5.092 5.239
C: -4.528 2.047 -7.560
O: -4.072 2.287 -6.256
C: -3.753 3.626 -5.999
C: -3.075 3.942 -4.650
N: -3.672 3.294 -3.460
C: -4.874 4.092 -3.133
C: -5.423 3.666 -1.729
O: -4.533 4.383 -0.812
C: -4.581 3.832 0.526
H: -5.367 2.722 -7.729
H: -4.849 1.006 -7.588
H: -3.786 2.074 -8.357
H: -4.735 4.095 -6.069
H: -3.237 4.003 -6.883
H: -2.969 5.024 -4.580
H: -2.095 3.491 -4.806
H: -3.135 3.464 -2.622
H: -5.711 4.036 -3.829
H: -4.630 5.134 -2.928
H: -5.274 2.600 -1.554
H: -6.504 3.739 -1.611
H: -3.941 4.567 1.014
H: -3.921 2.966 0.470
H: -5.467 3.858 1.159

Mulliken atomic charge list, values in e, 5 entries: Sr 1.327; Sr 1.847; O 0.539; C 0.430; O -0.815



Here is a cluster of 9 separate species, C29H65N7O9 in total from the OMol25 dataset. Energies are from ωB97M-V with the def2-TZVPD basis set.

Summary:
gap between HOMO and LUMO	0.35156	Eh
SMILES	CNC(C)=O.CNC(C)=O.CNC(C)=O.CNC(C)=O.CNC(C)=O.CNC(C)=O.CNC(C)=O.C1CCOC1.C1CCOC1
E_tot	-2204.34501	hartree
M	655.9	g mol⁻¹
relative energy (zero: lowest compared OMol25 entry of this formula, charge and spin)	4.922	eV
LUMO level	0.229	eV
multiplicity	1

Atoms and positions in Å:
C: -7.043 -18.323 -10.104
N: -6.490 -17.713 -8.865
C: -5.250 -17.255 -8.807
C: -4.696 -16.904 -7.411
O: -4.453 -17.146 -9.762
H: -7.506 -17.607 -10.782
H: -7.782 -19.009 -9.691
H: -6.379 -18.991 -10.654
H: -7.168 -17.616 -8.123
H: -4.036 -17.674 -7.011
H: -5.449 -16.748 -6.638
H: -3.950 -16.112 -7.486
C: -4.172 -34.447 -7.899
N: -4.644 -33.277 -7.084
C: -5.107 -32.140 -7.519
C: -5.569 -31.186 -6.455
O: -5.115 -31.924 -8.708
H: -4.011 -35.336 -7.289
H: -3.341 -34.165 -8.545
H: -4.978 -34.934 -8.449
H: -4.699 -33.478 -6.096
H: -4.742 -30.913 -5.800
H: -6.444 -31.447 -5.859
H: -5.828 -30.235 -6.919
C: -14.956 -26.998 3.817
N: -15.306 -25.582 4.046
C: -15.520 -24.756 3.067
C: -15.760 -23.258 3.379
O: -15.356 -25.015 1.848
H: -14.298 -27.289 4.636
H: -14.590 -27.206 2.811
H: -15.876 -27.577 3.897
H: -15.234 -25.253 4.998
H: -14.947 -22.644 2.992
H: -15.814 -23.072 4.452
H: -16.644 -22.943 2.823
C: -15.688 -21.939 -11.064
N: -15.472 -20.565 -10.634
C: -14.322 -19.934 -10.851
C: -14.360 -18.377 -10.743
O: -13.376 -20.456 -11.460
H: -15.117 -22.697 -10.526
H: -15.474 -22.194 -12.102
H: -16.722 -22.227 -10.873
H: -16.264 -20.152 -10.161
H: -13.378 -18.092 -10.364
H: -15.116 -17.916 -10.107
H: -14.642 -17.928 -11.695
C: 0.668 -21.220 -6.297
N: 0.129 -22.268 -7.250
C: -0.484 -23.417 -6.878
C: -0.803 -24.485 -7.985
O: -0.883 -23.740 -5.810
H: 0.507 -21.339 -5.226
H: 0.336 -20.257 -6.683
H: 1.756 -21.241 -6.361
H: 0.287 -22.207 -8.245
H: -0.628 -24.071 -8.978
H: -1.887 -24.583 -7.927
H: -0.318 -25.456 -7.890
C: -17.059 -28.530 -3.529
N: -17.021 -27.083 -3.764
C: -17.519 -26.561 -4.880
C: -17.787 -25.009 -4.963
O: -17.721 -27.308 -5.865
H: -16.044 -28.916 -3.632
H: -17.749 -29.156 -4.094
H: -17.236 -28.698 -2.467
H: -16.574 -26.588 -3.005
H: -18.852 -24.816 -5.086
H: -17.129 -24.484 -5.655
H: -17.664 -24.756 -3.910
C: -8.110 -21.254 0.899
N: -8.428 -22.505 1.502
C: -8.573 -22.752 2.799
C: -9.045 -24.174 3.043
O: -8.464 -21.934 3.715
H: -9.091 -20.869 0.624
H: -7.356 -21.313 0.113
H: -7.563 -20.652 1.624
H: -8.935 -23.127 0.889
H: -9.024 -24.363 4.116
H: -8.348 -24.931 2.684
H: -10.026 -24.482 2.681
C: -7.404 -25.539 -14.340
C: -8.085 -24.446 -15.116
C: -7.140 -24.079 -16.187
O: -5.877 -24.698 -15.879
C: -5.948 -25.113 -14.510
H: -7.422 -26.495 -14.862
H: -7.721 -25.505 -13.297
H: -8.262 -23.569 -14.493
H: -9.022 -24.830 -15.519
H: -7.148 -23.007 -16.386
H: -7.483 -24.565 -17.100
H: -5.683 -24.211 -13.958
H: -5.178 -25.863 -14.334
C: -10.245 -25.144 -6.730
C: -11.291 -25.335 -5.575
C: -10.396 -25.583 -4.350
O: -9.339 -24.717 -4.555
C: -9.066 -24.524 -5.979
H: -10.677 -24.570 -7.550
H: -9.922 -26.082 -7.182
H: -11.977 -26.143 -5.829
H: -11.827 -24.417 -5.332
H: -9.980 -26.590 -4.311
H: -10.950 -25.427 -3.424
H: -8.108 -24.922 -6.314
H: -9.008 -23.461 -6.212

Mulliken atomic charge list, values in e, 5 entries: C -0.843; N -0.199; C 0.651; C -0.958; O -0.637



Here is a structure of composition C29H67AlClN8O12P2 from the OMol25 dataset. Energies are from ωB97M-V with the def2-TZVPD basis set.

Summary:
gap between HOMO and LUMO	0.20827	Eh
E_tot	-3871.49375	hartree
total charge	-1
M	844.3	g mol⁻¹
relative energy (zero: lowest compared OMol25 entry of this formula, charge and spin)	0.000	eV
LUMO level	1.915	eV
multiplicity	1

Atoms and positions in Å:
C: -0.536 -2.109 -1.650
C: -1.852 -2.699 -1.204
O: -1.884 -3.666 -0.515
O: -2.919 -2.068 -1.704
C: -4.115 -2.138 -0.924
C: -4.542 -0.777 -0.402
C: -3.697 -0.331 0.794
C: -2.279 0.100 0.397
C: -1.866 1.437 1.055
C: -1.269 1.142 2.434
C: 0.209 0.758 2.330
C: 1.178 1.952 2.452
Al: 1.212 3.095 0.801
C: 2.969 4.187 0.809
O: 4.019 3.457 1.504
N: 5.066 4.315 1.770
O: 5.566 4.084 2.816
P: -0.522 4.677 0.594
N: -1.596 4.594 1.920
O: 0.230 6.202 0.812
P: 1.357 1.617 -1.061
O: 0.981 2.547 -2.425
Cl: 3.422 1.160 -1.256
H: 0.267 -2.473 -1.029
H: -0.354 -2.510 -2.648
H: -0.595 -1.028 -1.699
H: -4.906 -2.507 -1.578
H: -4.074 -2.818 -0.079
H: -4.556 -0.031 -1.193
H: -5.563 -0.884 -0.033
H: -4.245 0.473 1.284
H: -3.627 -1.144 1.515
H: -1.591 -0.671 0.738
H: -2.163 0.212 -0.680
H: -1.169 1.948 0.395
H: -2.786 2.011 1.136
H: -1.353 1.961 3.150
H: -1.782 0.291 2.885
H: 0.401 0.170 1.429
H: 0.414 0.088 3.165
H: 2.180 1.529 2.569
H: 1.004 2.520 3.365
H: 2.754 5.092 1.377
H: 3.253 4.424 -0.217
H: -1.203 4.181 2.756
H: -2.489 4.199 1.676
H: 0.910 6.238 0.125
H: 0.390 3.269 -2.157
C: 5.617 -0.881 2.913
O: 4.554 -0.464 3.319
N: 6.530 -0.162 2.229
C: 7.777 -0.743 1.783
C: 6.260 1.241 1.928
H: 5.936 -1.928 3.078
H: 8.618 -0.202 2.225
H: 7.847 -0.680 0.694
H: 7.836 -1.789 2.079
H: 6.110 1.795 2.850
H: 5.351 1.315 1.332
H: 7.096 1.667 1.376
C: 7.847 -0.919 -3.681
O: 8.660 -1.814 -3.841
N: 6.517 -1.089 -3.611
C: 5.598 0.023 -3.417
C: 5.980 -2.431 -3.733
H: 8.152 0.136 -3.576
H: 5.022 -0.121 -2.502
H: 4.910 0.078 -4.263
H: 6.147 0.960 -3.344
H: 6.385 -3.065 -2.943
H: 6.267 -2.858 -4.696
H: 4.896 -2.402 -3.656
C: -2.187 1.977 -3.011
O: -2.926 2.538 -2.221
N: -2.603 1.346 -4.128
C: -1.676 0.679 -5.026
C: -4.019 1.330 -4.434
H: -1.094 1.917 -2.869
H: -1.747 1.127 -6.021
H: -1.931 -0.379 -5.085
H: -0.655 0.778 -4.663
H: -4.387 2.353 -4.540
H: -4.568 0.853 -3.620
H: -4.191 0.784 -5.360
C: -0.703 -3.028 4.628
O: -0.867 -1.847 4.414
N: -0.123 -3.883 3.760
C: 0.053 -5.287 4.058
C: 0.338 -3.363 2.480
H: -1.020 -3.511 5.571
H: 1.116 -5.541 4.033
H: -0.475 -5.893 3.317
H: -0.341 -5.516 5.047
H: 1.079 -2.579 2.646
H: -0.502 -2.931 1.934
H: 0.779 -4.165 1.892
C: -2.045 -3.753 -5.304
O: -1.615 -2.671 -5.654
N: -3.350 -4.043 -5.140
C: -3.802 -5.353 -4.717
C: -4.331 -3.003 -5.396
H: -1.379 -4.605 -5.081
H: -4.455 -5.783 -5.480
H: -4.354 -5.268 -3.779
H: -2.952 -6.016 -4.567
H: -4.246 -2.661 -6.429
H: -4.146 -2.153 -4.737
H: -5.332 -3.387 -5.220
C: -2.638 3.431 5.130
O: -1.856 2.506 5.058
N: -3.980 3.301 5.059
C: -4.871 4.439 5.142
C: -4.537 1.969 4.890
H: -2.307 4.477 5.252
H: -5.543 4.321 5.997
H: -5.465 4.512 4.228
H: -4.299 5.356 5.265
H: -4.235 1.334 5.723
H: -4.158 1.525 3.968
H: -5.623 2.025 4.848

Mulliken atomic charge list, values in e, 5 entries: C -0.622; C 0.630; O -0.641; O -0.017; C -0.622



Here is a cluster of 4 separate species, C29H67FNO13P in total from the OMol25 dataset. Energies are from ωB97M-V with the def2-TZVPD basis set.

Summary:
gap between HOMO and LUMO	0.35430	Eh
SMILES	CCOC[C@@](OC)([PH2]=O)[C@@H](CCCCN)OCF.COCCOCCOC.COCCOCCOC.COCCOCCOC
E_tot	-2619.02574	hartree
M	687.8	g mol⁻¹
LUMO level	0.539	eV
multiplicity	1

Atoms and positions in Å:
C: 2.943 -3.946 -1.412
C: 1.428 -4.165 -1.463
O: 0.660 -2.967 -1.465
C: 0.673 -2.310 -2.708
C: -0.238 -1.063 -2.669
O: 0.036 -0.179 -3.746
C: 0.266 -0.718 -5.042
P: -1.995 -1.638 -2.781
O: -2.444 -2.538 -1.694
C: -0.098 -0.254 -1.366
C: 1.051 0.748 -1.353
C: 2.447 0.200 -1.660
C: 3.542 1.078 -1.043
C: 4.976 0.647 -1.379
N: 5.094 0.087 -2.730
O: -1.296 0.520 -1.177
C: -2.085 0.317 -0.058
F: -3.390 0.145 -0.471
H: 3.435 -4.139 -2.367
H: 3.399 -4.595 -0.663
H: 3.154 -2.917 -1.122
H: 1.086 -4.716 -0.585
H: 1.153 -4.762 -2.342
H: 1.690 -2.013 -3.000
H: 0.306 -2.993 -3.490
H: 1.333 -0.906 -5.198
H: -0.065 0.032 -5.759
H: -0.292 -1.638 -5.221
H: -2.737 -0.466 -2.968
H: -2.008 -2.216 -4.067
H: 0.033 -0.959 -0.542
H: 0.811 1.544 -2.060
H: 1.051 1.174 -0.343
H: 2.582 0.139 -2.742
H: 2.550 -0.811 -1.251
H: 3.381 2.114 -1.353
H: 3.424 1.034 0.045
H: 5.329 -0.047 -0.603
H: 5.630 1.520 -1.336
H: 6.064 0.069 -3.016
H: 4.765 -0.871 -2.750
H: -2.082 1.210 0.575
H: -1.781 -0.581 0.486
C: -1.385 4.928 2.607
O: -0.453 4.067 3.194
C: -0.178 2.946 2.384
C: 1.086 2.284 2.844
O: 2.285 2.918 2.424
C: 2.674 4.083 3.134
C: 3.314 3.798 4.472
O: 2.334 3.489 5.443
C: 2.881 2.860 6.576
H: -2.341 4.417 2.439
H: -1.545 5.754 3.297
H: -1.020 5.317 1.654
H: -0.073 3.244 1.331
H: -1.003 2.220 2.453
H: 1.122 1.295 2.379
H: 1.064 2.158 3.929
H: 1.835 4.773 3.254
H: 3.427 4.560 2.504
H: 3.883 4.684 4.788
H: 4.017 2.960 4.364
H: 3.357 1.908 6.313
H: 2.065 2.670 7.270
H: 3.626 3.496 7.070
C: -3.132 8.955 -3.604
O: -2.445 7.742 -3.417
C: -1.177 7.928 -2.820
C: -0.651 6.627 -2.259
O: -1.222 6.270 -1.011
C: -2.513 5.677 -1.050
C: -2.496 4.215 -1.424
O: -2.353 4.091 -2.811
C: -1.927 2.812 -3.233
H: -2.573 9.640 -4.253
H: -4.084 8.721 -4.077
H: -3.321 9.458 -2.648
H: -1.245 8.667 -2.010
H: -0.466 8.305 -3.569
H: 0.414 6.763 -2.059
H: -0.767 5.826 -2.993
H: -3.185 6.230 -1.711
H: -2.891 5.753 -0.033
H: -3.436 3.747 -1.098
H: -1.670 3.711 -0.903
H: -0.933 2.564 -2.849
H: -1.891 2.838 -4.321
H: -2.619 2.023 -2.915
C: -3.003 -5.049 0.938
O: -2.199 -6.155 1.302
C: -1.015 -5.754 1.955
C: -0.383 -6.916 2.686
O: -1.003 -7.217 3.925
C: -2.208 -7.961 3.864
C: -1.999 -9.446 3.676
O: -1.700 -9.747 2.326
C: -1.137 -11.027 2.177
H: -2.480 -4.371 0.255
H: -3.884 -5.440 0.433
H: -3.319 -4.490 1.826
H: -1.230 -4.952 2.674
H: -0.295 -5.365 1.217
H: 0.640 -6.630 2.941
H: -0.347 -7.794 2.036
H: -2.875 -7.572 3.091
H: -2.681 -7.819 4.837
H: -2.915 -9.973 3.979
H: -1.180 -9.779 4.327
H: -0.190 -11.113 2.723
H: -0.951 -11.180 1.115
H: -1.816 -11.812 2.533

Mulliken atomic charge list, values in e, 5 entries: C -1.131; C 0.192; O -0.232; C -1.540; C 2.058



no.,maximum force (hartree/bohr)
1,0.1076
2,0.1060
3,0.0430
4,0.0102